# 1
Molecular formula: C25H28AlCl2N5O5PS
Method: DFT, the ωB97M-V functional and the def2-TZVPD basis

Geometry as ORCA input:
```
! wB97M-V def2-TZVPD RIJCOSX def2/J DEFGRID3
* xyz 1 1
H -2.5768 -0.9084 -0.6239
H -0.4778 2.1109 5.3991
H -4.8924 1.6532 1.8255
Cl 0.7137 -3.6795 -2.7528
H 2.7605 -1.3504 0.5110
C -0.6468 0.1154 -4.7545
H 4.2293 -0.3804 0.8627
H 2.9411 -1.9443 -4.2636
C 3.3907 -0.5054 0.1634
C 1.8998 1.3961 3.4329
H -1.9646 -1.1522 -5.8557
H -1.7949 4.0682 -1.7220
C -1.3986 1.6192 5.0987
N 0.8032 2.1117 3.3300
C 5.3113 -1.0416 -1.3437
H -3.5242 -0.0544 4.8310
Al 0.1942 0.0779 1.6095
H -1.4706 -2.7563 1.2698
O -1.2893 0.4623 0.3120
C 5.8321 -1.5168 -2.5377
H -4.0575 0.3046 1.0236
H -3.2530 3.5631 -2.5986
Cl 1.0783 1.6689 -3.3765
C 0.3881 0.1524 -3.8129
N 3.0697 1.9752 3.6735
H -4.7174 1.6518 0.0953
C 0.2407 -2.1990 -3.5457
C 3.6004 -1.6831 -3.4386
C 4.9693 -1.8731 -3.5535
H -3.3783 4.0839 -0.9041
S 1.9198 -0.3458 3.2318
O -3.0044 2.1240 1.2105
C -1.1842 0.9189 3.8297
H -0.8352 -1.3215 -0.6416
H -4.7071 -2.0838 3.9958
H -0.9250 1.0656 -5.1928
N 1.7068 -0.9544 -2.0865
H -1.1173 -3.2446 -4.8375
C -1.9236 -0.2731 3.4030
H 5.9519 -0.7932 -0.5244
O 3.0507 1.8757 -0.0693
H 5.3785 -2.2843 -4.4781
H 3.0837 2.9798 3.7675
C -3.7718 -1.7729 3.5510
H 6.9159 -1.6172 -2.6735
C -0.7136 -2.2811 -4.5404
C 2.5899 0.7967 0.1728
C -2.7518 3.5592 -1.6275
C -1.5700 -0.5205 -0.7239
H -3.6748 -3.4054 2.1510
C -3.0963 -0.6490 4.0443
H 3.9268 1.4902 3.4789
C 3.0949 -1.1549 -2.2665
C 3.9405 -0.8886 -1.1809
C -1.1798 -1.1066 -5.1146
N -1.3547 -1.0308 2.4337
C 0.8299 -1.0055 -3.1777
O 1.2438 0.6323 0.3554
C -1.9619 -2.1459 2.0147
C -3.1996 -2.5075 2.5335
H 1.5063 -0.1114 -1.5503
H -1.7212 0.9178 5.8631
N -0.2257 1.2019 3.0316
O -2.5399 2.1553 -1.2333
C -4.2357 1.3779 1.0185
P -1.7641 2.1495 0.1943
H -1.4605 -0.0554 -1.7101
H -2.2015 2.3388 4.9937
*
```

Output
Maximum force, hartree/bohr: 0.024
ΔE to the lowest compared entry with this formula, charge and spin, kJ/mol: 90.4
DFT total energy, eV: -95833.09411
Highest occupied orbital energy, Eh: -0.371
Frontier orbital gap, Eh: 0.2228

Mulliken population analysis, charges in e, atoms 1 to 2: 0.344 0.457

# 2
Molecular formula: C16H26Cl2CsN6OS4
Method: DFT, the ωB97M-V functional and the def2-TZVPD basis

Geometry as ORCA input:
```
! wB97M-V def2-TZVPD RIJCOSX def2/J DEFGRID3
* xyz -1 1
C 4.4857 -7.1906 0.6137
H 1.0635 5.3114 -0.6858
H -2.3635 1.3440 1.9155
H -5.1790 1.2116 -1.8685
H 3.9697 -0.2664 -0.5946
S 3.5009 -3.0040 0.9765
H 3.4246 4.1061 -0.7814
C -4.1381 1.4261 -2.1474
H 1.6450 4.6681 0.8594
C 2.7486 3.5330 -1.4312
H -2.2940 -2.2995 -0.8807
C 1.0143 4.4543 -0.0137
H 4.3810 2.1073 -1.6937
C 2.9515 0.0340 -0.3656
C -3.5133 0.2094 -2.8009
S 4.9559 -5.4993 0.5115
H -4.1162 2.3191 -2.7719
C -1.5342 0.8845 1.3659
H -0.1550 -3.7284 3.8793
H -1.3053 -1.5192 -2.1359
H -2.6449 0.4943 -3.4127
N -3.1155 -0.5452 -1.6298
Cs 0.4177 -2.3192 0.7914
S 2.7957 -7.3345 1.0788
H 2.7023 -0.2948 0.6386
O 5.2205 -8.1307 0.3798
H -0.8282 -3.0471 5.4218
H -3.1312 2.8390 0.7376
N 1.4808 3.2861 -0.7431
N -2.0093 -0.0196 0.3357
C -2.7477 0.3512 -0.6283
H -0.5215 2.7190 1.6736
H -4.6709 1.9638 0.6290
H -0.0129 4.3497 0.3149
Cl -1.9514 -2.2244 3.5215
C 1.5778 2.0295 -0.1050
H -4.3255 3.3223 -0.4562
C 3.2939 2.1348 -1.6315
C 2.3984 -5.6128 1.2175
C -0.5286 -2.8476 4.4020
C -3.8841 2.4642 0.0507
H -4.2117 -0.3517 -3.4205
H -2.8104 -2.3659 -2.5690
C -0.5739 1.9654 0.8750
Cl 0.7425 -1.6131 4.4094
H 2.5982 4.0867 -2.3581
H 2.8781 1.6692 -2.5369
C -2.3305 -1.7428 -1.8149
H -0.9930 0.2905 2.1052
S 0.7252 -5.3444 1.6818
N 0.7359 1.4064 0.6164
H 2.2587 -0.4492 -1.0653
N -3.3087 1.5974 -0.9589
H -0.9860 2.4498 -0.0174
C 3.4092 -4.7562 0.9495
N 2.8091 1.4785 -0.4334
*
```

Output
Maximum force, hartree/bohr: 0.013
ΔE to the lowest compared entry with this formula, charge and spin, kJ/mol: 37.5
DFT total energy, eV: -96938.22216
Highest occupied orbital energy, Eh: -0.094
Frontier orbital gap, Eh: 0.1547

Mulliken population analysis, charges in e, atoms 1 to 2: 0.580 0.372